Record 1
C6H10 | ωB97M-V/def2-TZVPD

ORCA input file:
```
! RIJCOSX wB97M-V def2-TZVPD def2/J DEFGRID3
* xyz 0 1
C -2.160 -0.020 -0.967
C -0.763 0.457 -0.974
C 0.318 1.047 -1.262
C 0.382 -0.070 0.237
C 0.742 0.913 1.345
C 1.530 -0.994 -0.163
H -2.683 0.271 -0.050
H -2.686 0.428 -1.815
H -2.214 -1.109 -1.069
H -0.414 -0.719 0.632
H 1.571 1.554 1.033
H 1.034 0.368 2.253
H -0.109 1.556 1.588
H 2.399 -0.412 -0.479
H 1.814 -1.628 0.686
H 1.237 -1.641 -0.995
*
```

Computed properties:
HOMO energy: -9.5 eV
frontier orbital gap: 10.459 eV
lowest unoccupied orbital energy: 0.9 eV



Record 2
C16H24BF2MgN2O21S2 | ωB97M-V/def2-TZVPD

ORCA input file:
```
! RIJCOSX wB97M-V def2-TZVPD def2/J DEFGRID3
* xyz -1 1
Mg -1.264 -0.215 -0.157
O 5.819 -2.822 -7.160
C 4.892 -3.398 -6.656
O 3.729 -3.006 -6.258
B 3.030 -4.013 -5.383
O 3.952 -5.187 -5.345
C 5.043 -4.826 -6.072
O 6.046 -5.559 -6.271
O 1.779 -4.478 -5.896
C 0.780 -4.133 -5.061
O -0.448 -4.357 -5.189
C 1.355 -3.523 -3.856
O 2.679 -3.493 -4.013
O 0.757 -3.004 -2.937
N -5.649 -4.559 2.423
S -5.311 -5.565 3.424
O -6.083 -5.525 4.644
O -3.945 -6.052 3.407
F -5.897 -6.880 2.733
S -4.775 -3.298 3.156
O -3.595 -2.835 2.416
O -4.874 -3.027 4.578
F -5.777 -2.143 2.665
N -5.212 -0.815 -2.676
O -4.242 -0.288 -2.136
O -5.685 -1.804 -2.161
O -5.710 -0.394 -3.708
O 1.026 2.217 -2.972
C 1.188 3.262 -3.596
O 2.397 3.599 -4.267
C 3.637 3.048 -4.028
C 4.605 3.334 -5.203
C 0.006 4.167 -3.949
H 3.414 1.981 -4.035
H 3.903 3.230 -2.986
H 5.598 3.242 -4.762
H 4.461 4.352 -5.566
H 4.558 2.622 -6.027
H -0.479 4.349 -2.989
H -0.731 3.879 -4.698
H 0.304 5.211 -4.050
O -2.660 2.928 2.085
C -3.389 3.727 2.547
O -3.807 3.731 3.749
C -3.665 2.728 4.741
C -3.685 3.352 6.159
C -3.855 4.948 1.807
H -2.665 2.299 4.680
H -4.481 2.006 4.707
H -3.595 2.590 6.934
H -4.667 3.792 6.335
H -2.899 4.104 6.228
H -2.939 5.523 1.669
H -4.715 5.420 2.282
H -4.241 4.511 0.886
O 1.882 -0.022 2.377
C 3.026 -0.316 2.702
O 3.475 -0.449 3.908
C 2.528 -0.298 4.928
C 3.338 -0.139 6.180
C 4.142 -0.647 1.737
H 1.937 -1.213 4.958
H 1.924 0.608 4.876
H 4.012 0.699 6.006
H 3.947 -1.025 6.358
H 2.790 0.055 7.103
H 4.769 0.235 1.606
H 3.609 -0.941 0.833
H 4.605 -1.498 2.235
*
```

Computed properties:
HOMO energy: -7.1 eV
frontier orbital gap: 2.401 eV
lowest unoccupied orbital energy: -4.7 eV



Record 3
C9H15N3O6 | ωB97M-V/def2-TZVPD

ORCA input file:
```
! RIJCOSX wB97M-V def2-TZVPD def2/J DEFGRID3
* xyz 0 1
C -1.140 1.938 -1.881
C -0.082 0.601 -1.730
C -1.799 2.191 -0.487
C -1.149 2.935 0.671
C 1.509 -0.555 -0.049
C 2.396 -1.327 -0.946
C 0.461 -1.687 0.587
C 1.532 -2.450 1.633
C 0.684 -3.300 2.589
H -2.695 0.793 -2.558
H -1.186 1.050 -3.817
H -0.488 2.754 -2.129
H -3.061 2.627 -0.487
H -2.058 1.216 0.216
H -3.255 4.115 1.068
H -1.969 4.217 2.324
H 0.321 1.418 0.255
H 2.070 -0.210 0.726
H 0.034 -2.152 -0.559
H -0.608 -1.277 1.155
H 2.053 -1.437 2.370
H 2.614 -2.747 0.982
H 2.085 -4.606 2.285
H 0.974 -1.507 -2.135
N -1.897 1.599 -2.999
N -2.160 3.368 1.587
N 0.681 0.623 -0.468
O -0.166 -0.369 -2.502
O 0.045 2.963 0.866
O 3.527 -1.434 -0.693
O -0.338 -2.824 2.990
O 1.301 -4.439 3.050
O 1.763 -2.085 -1.913
*
```

Computed properties:
HOMO energy: -9.5 eV
frontier orbital gap: 8.785 eV
lowest unoccupied orbital energy: -0.7 eV



Record 4
C5H8N2S2 | ωB97M-V/def2-TZVPD

ORCA input file:
```
! RIJCOSX wB97M-V def2-TZVPD def2/J DEFGRID3
* xyz 0 1
C 1.386 3.489 -1.240
C 0.137 2.043 -0.294
C -1.413 -0.803 0.220
C 1.147 -0.937 0.724
C 0.016 -0.635 -0.180
N 1.086 2.244 -1.278
N -0.198 2.992 0.459
S 0.596 4.376 0.010
S 0.342 -0.859 -1.847
H 2.333 3.990 -1.635
H -2.006 -0.497 -0.667
H -1.744 -0.276 1.172
H -1.653 -1.910 0.293
H 2.030 -0.724 0.142
H 1.090 -2.133 0.875
H 1.124 -0.424 1.698
H -0.993 -0.707 -2.133
*
```

Computed properties:
HOMO energy (alpha / beta): -7.2 / -8.1 eV
frontier orbital gap (alpha / beta): 6.637 / 7.962 eV
lowest unoccupied orbital energy (alpha / beta): -0.6 / -0.2 eV



Record 5
C5H8NO3S2 | ωB97M-V/def2-TZVPD

ORCA input file:
```
! RIJCOSX wB97M-V def2-TZVPD def2/J DEFGRID3
* xyz -1 1
C -1.991 0.144 -0.144
C 0.757 0.380 -1.883
C 1.030 -1.317 -2.115
C 0.784 0.539 -0.498
C -0.585 0.727 3.013
N -0.188 0.233 0.309
O -2.019 0.136 -1.329
O -2.605 0.451 0.818
O 0.007 -1.613 2.125
S 2.829 -1.609 -2.286
S 0.419 -0.262 1.870
H -0.296 0.697 -2.416
H 1.580 0.830 -2.454
H 0.436 -1.810 -1.368
H 0.651 -1.493 -3.172
H 1.501 1.180 -0.099
H -0.033 1.163 3.975
H -1.451 0.055 3.281
H -0.827 1.568 2.372
*
```

Computed properties:
HOMO energy: -3.2 eV
frontier orbital gap: 6.021 eV
lowest unoccupied orbital energy: 2.9 eV



Sequential energy above the lowest of the compared OMol25 structures with the same formula, charge and spin output: 3.646 10.897 11.304 3.698 3.763 eV